A 2-piece molecular cluster, C4H5N3O2 overall at a distorted geometry. Source: the OMol25 dataset; level of theory: ωB97M-V/def2-TZVPD.

Element x y z (Å)
N  2.44399  -0.98659  -1.09552
C  1.27811  -0.19878  -0.47307
C  0.09823  0.15295  -0.93146
N  -0.63719  0.80978  -0.01147
C  0.19097  1.04836  0.98631
N  1.40454  0.34218  0.80822
H  2.56804  -1.82110  -0.55834
H  2.02744  -1.20407  -2.02358
H  -0.32461  -0.22751  -1.83494
H  -0.12472  1.47120  1.96034
H  2.32996  0.75225  1.14670
O  -3.95711  1.05359  0.43506
C  -3.75807  -0.04689  0.66939
O  -3.53958  -1.14538  0.92236

Results
energy above the lowest of the compared OMol25 structures with the same formula, charge and spin: 1.4868 eV
net charge: 0
largest force on an atom: 5.20 eV/Å
HOMO-LUMO gap: 0.346 Ha
SMILES: Nc1cnc[nH]1.O=C=O

C4H5N3O2 as an isolated structure at a distorted geometry. Source: the OMol25 dataset; level of theory: ωB97M-V/def2-TZVPD.

Element x y z (Å)
C  0.75674  1.74410  1.48629
C  0.40467  -0.20289  -0.14127
C  -0.73001  -0.65642  -0.71061
C  -0.86402  -1.86329  -1.63964
H  0.21258  1.88134  2.51751
H  1.60106  1.54053  1.53952
H  0.65550  2.74209  1.31687
H  1.72424  -0.20023  -0.06571
H  0.96011  -2.16997  -0.98991
N  0.04270  0.86597  0.52497
N  -1.68644  0.06801  -0.26482
N  -1.32383  0.90359  0.52609
O  0.19185  -2.58710  -1.84526
O  -1.94515  -2.06573  -2.25403

Results
energy above the lowest of the compared OMol25 structures with the same formula, charge and spin: 6.9418 eV
net charge: 0
largest force on an atom: 14.84 eV/Å
HOMO-LUMO gap: 0.376 Ha